1.
{"formula": "C5H11O2", "method": "ωB97M-V/def2-TZVPD", "charge": -2, "orbital_gap_ha": [0.1012, 0.2926], "e_lumo_ev": [6.55, 6.49], "multiplicity": 2, "species": ["C", "C", "H", "H", "H", "H", "H", "H", "C", "C", "C", "O", "O", "H", "H", "H", "H", "H"], "coordinates": [[-0.107948, -1.930997, 3.359455], [1.153723, -1.503567, 2.580154], [-0.578518, -0.968541, 3.407931], [-0.750457, -2.605762, 2.905319], [0.096157, -2.448355, 4.263783], [1.925295, -1.212085, 3.169924], [1.002631, -0.603492, 1.989727], [1.625084, -2.310793, 1.958654], [0.098012, 0.476283, -0.444033], [0.223248, -0.965326, -0.858880], [-0.387266, 1.392714, -1.681402], [-0.419491, 0.955991, -2.832374], [-0.834261, 2.508510, -1.258725], [-0.819105, 0.811315, 0.198178], [1.046814, 0.787369, -0.042740], [-0.447007, -1.693320, -0.226165], [1.291152, -1.116555, -0.782158], [-0.240643, -1.170435, -1.845424]], "atomic_forces_ev_per_a": [[2.08, 1.75, -0.69], [-1.16, -1.93, -2.26], [-1.02, 0.25, 1.06], [-1.19, -1.26, -1.52], [0.15, -0.01, 1.34], [2.26, 0.74, 2.54], [-0.43, -0.23, -0.51], [-0.65, 0.57, 0.19], [-3.14, 1.35, -1.05], [-2.35, -1.56, 0.96], [-0.27, 1.25, 1.90], [0.28, -0.47, -0.79], [0.49, -0.38, -0.63], [2.05, -1.23, -0.33], [0.04, 0.69, 0.37], [1.84, 1.20, -0.35], [0.06, -1.28, -0.33], [0.95, 0.56, 0.11]], "mulliken_spin": [3.88, 0.79, -0.52, -0.49, -1.54, -0.99, 0.20, -0.24, -0.08, -0.07, 0.11, -0.02, -0.02, -0.04, -0.05, 0.08, 0.00, -0.02]}



2.
{"formula": "C5H11O2", "method": "ωB97M-V/def2-TZVPD", "orbital_gap_ha": [0.4237, 0.2610], "e_lumo_ev": [0.78, -3.49], "multiplicity": 2, "species": ["C", "C", "C", "H", "H", "H", "H", "H", "H", "H", "H", "C", "C", "O", "O", "H", "H", "H"], "coordinates": [[-0.541804, 0.743205, 1.437818], [-1.387475, 1.280287, 0.274438], [-1.279710, -0.443670, 2.082412], [-0.348550, 1.493431, 2.212935], [0.467417, 0.647145, 1.036999], [-1.081635, 2.270311, -0.069076], [-1.298812, 0.539935, -0.523189], [-1.709956, -0.280562, 3.070008], [-2.443769, 1.392386, 0.524363], [-0.580300, -1.265154, 2.293127], [-2.056146, -0.811088, 1.416354], [1.529771, -1.422780, -2.040391], [1.984023, 0.074932, -1.818280], [2.099363, 0.669018, -2.926875], [2.270064, 0.382903, -0.679726], [2.110472, -1.780372, -2.889056], [0.459138, -1.454203, -2.211656], [1.807908, -2.035724, -1.190205]], "atomic_forces_ev_per_a": [[-0.57, 1.18, 0.40], [0.05, 0.28, 0.32], [1.34, -0.87, 0.05], [-0.48, 0.22, -0.09], [-0.04, -1.11, 0.08], [0.30, -0.18, -0.18], [-0.17, 0.24, -0.26], [-0.20, 0.63, -0.17], [-0.03, -0.21, 0.14], [-0.15, -0.05, -0.32], [-0.06, -0.15, 0.02], [0.32, 0.15, -1.08], [0.63, -1.26, 2.30], [-0.30, 0.20, -0.66], [-0.22, 0.64, -0.50], [-0.46, -0.22, -0.23], [-0.01, -0.02, -0.21], [0.03, 0.53, 0.38]], "mulliken_spin": [0.00, 0.00, 0.00, 0.00, 0.00, 0.00, 0.00, 0.00, 0.00, 0.00, 0.00, 0.15, -0.03, 0.81, 0.06, 0.00, -0.01, 0.01]}



3.
{"formula": "C5H11O2", "method": "ωB97M-V/def2-TZVPD", "orbital_gap_ha": [0.4055, 0.2879], "e_lumo_ev": [0.77, -2.36], "multiplicity": 2, "species": ["C", "O", "C", "C", "C", "C", "H", "H", "H", "H", "H", "H", "H", "H", "H", "H", "H", "O"], "coordinates": [[0.959179, -0.870343, 0.228878], [2.096504, -1.361485, -0.391243], [-0.160310, -0.861177, -0.816989], [-1.500744, -0.444428, -0.228866], [-1.382452, 0.870525, 0.502418], [-2.059522, 1.933351, 0.079479], [1.122356, 0.185977, 0.505064], [0.814564, -1.619319, 1.045309], [0.078491, -0.223460, -1.684191], [-0.133526, -1.886817, -1.242261], [-1.760835, -1.304847, 0.401339], [-2.335426, -0.553553, -0.924010], [-1.182038, 0.613635, 1.534890], [-2.537682, 1.965003, -0.906460], [-2.013608, 2.924786, 0.522366], [3.035436, 0.875152, 0.418422], [3.237233, -0.516493, 0.227586], [3.722380, 0.273494, 0.728269]], "atomic_forces_ev_per_a": [[0.52, 0.62, -1.09], [-0.46, -0.63, -0.23], [0.00, -1.19, -1.20], [0.15, -1.43, -0.14], [-2.67, -1.57, 0.14], [0.84, 0.93, -0.65], [-0.05, -0.58, 0.89], [-0.41, 0.77, -0.13], [0.34, 0.09, 0.56], [-0.58, 0.43, 0.22], [0.06, 0.50, 0.85], [0.33, 0.81, -0.60], [0.96, 1.22, 0.28], [0.28, -0.34, 0.23], [-0.18, -0.33, 0.54], [0.44, 0.99, 0.41], [2.05, 1.46, 1.38], [-1.61, -1.75, -1.48]], "mulliken_spin": [-0.02, 0.89, 0.06, 0.01, 0.00, 0.00, 0.00, 0.06, 0.01, 0.00, 0.00, 0.00, 0.00, 0.00, 0.00, 0.00, 0.00, 0.01]}



4.
{"formula": "C5H11O3", "method": "ωB97M-V/def2-TZVPD", "charge": -1, "orbital_gap_ha": 0.3042, "e_lumo_ev": 3.85, "species": ["C", "C", "O", "O", "H", "H", "H", "C", "C", "C", "O", "H", "H", "H", "H", "H", "H", "H", "H"], "coordinates": [[-2.157898, 2.087497, -0.240056], [-1.783923, 1.010525, 0.829434], [-0.547580, 0.859479, 1.002639], [-2.752696, 0.482237, 1.408650], [-1.790089, 3.074475, 0.045280], [-3.240140, 2.251220, -0.319197], [-1.797293, 1.752971, -1.214884], [1.855218, -0.865687, -0.278328], [0.817285, -1.928888, 0.185138], [2.715695, -1.438339, -1.396735], [1.179464, 0.236629, -0.854328], [2.422576, -0.501704, 0.583828], [-0.171649, -1.510585, 0.336879], [1.998910, -1.843876, -2.118029], [3.261650, -0.633995, -1.893620], [3.327451, -2.286616, -1.075280], [0.622749, 0.703392, -0.176160], [1.027127, -2.436760, 1.138555], [0.648783, -2.751745, -0.527108]], "atomic_forces_ev_per_a": [[-0.65, -0.08, 0.11], [-1.01, 1.08, -0.27], [0.05, -0.25, 0.36], [0.65, -0.29, 0.07], [0.62, -0.14, -0.18], [0.07, -0.47, 0.08], [0.26, 0.33, 0.01], [-1.28, -0.21, -0.05], [-0.20, -0.70, 0.37], [-0.51, -0.07, 0.03], [0.41, 0.32, -0.35], [0.26, -0.24, 0.01], [0.04, 0.55, 0.04], [0.15, 0.10, -0.14], [0.30, -0.23, 0.16], [0.23, 0.30, 0.04], [-0.17, -0.55, 0.02], [0.41, 0.28, -0.13], [0.39, 0.28, -0.19]], "lowdin_charge": [-0.05, -0.75, -0.10, -0.08, 0.05, 0.05, 0.06, -0.49, -0.06, -0.08, -0.10, 0.13, 0.06, 0.07, 0.07, 0.07, 0.04, 0.07, 0.06]}



5.
{"formula": "C5H11O3", "method": "ωB97M-V/def2-TZVPD", "orbital_gap_ha": [0.3240, 0.3815], "e_lumo_ev": [0.95, 0.16], "multiplicity": 4, "species": ["O", "O", "C", "C", "C", "C", "C", "O", "H", "H", "H", "H", "H", "H", "H", "H", "H", "H", "H"], "coordinates": [[-2.066918, -0.398721, 2.680965], [-2.975791, 0.261709, 2.552885], [0.000345, 0.078713, -2.242506], [0.209171, -0.365215, -0.793750], [-0.767449, -1.477199, -0.407038], [0.104573, 0.798332, 0.134832], [1.237926, 1.183901, 1.008566], [1.638908, 0.125583, 1.865638], [0.715978, 0.852424, -2.524075], [0.104595, -0.752328, -2.942046], [-0.998863, 0.496559, -2.369263], [1.235580, -0.763424, -0.696192], [-0.591271, -1.823691, 0.611601], [-1.796724, -1.122124, -0.460556], [-0.681609, -2.336406, -1.073020], [-0.836502, 1.311654, 0.207292], [2.097461, 1.476468, 0.389684], [0.975459, 2.057838, 1.619969], [2.395131, 0.395928, 2.437015]], "atomic_forces_ev_per_a": [[5.75, -4.20, 0.84], [-5.74, 4.19, -0.83], [-0.04, 0.08, -0.08], [0.55, -0.11, 0.11], [-0.05, -0.09, 0.10], [0.35, -0.47, 0.13], [0.10, 0.88, 0.19], [0.63, -0.55, 0.80], [0.02, -0.02, 0.00], [0.02, -0.06, 0.04], [-0.09, 0.02, -0.01], [-0.31, 0.06, -0.06], [0.05, 0.05, -0.01], [-0.10, 0.07, -0.03], [0.06, 0.00, -0.09], [-0.26, 0.23, 0.05], [0.04, 0.03, -0.14], [-0.08, -0.02, -0.18], [-0.89, -0.11, -0.83]], "mulliken_spin": [1.00, 1.00, 0.04, 0.13, 0.04, 0.65, 0.06, 0.04, 0.00, 0.01, 0.00, -0.01, -0.01, 0.00, 0.00, 0.01, 0.03, 0.00, 0.00]}



6.
{"formula": "C5H11OPS", "method": "ωB97M-V/def2-TZVPD", "orbital_gap_ha": [0.1813, 0.1271], "e_lumo_ev": [-1.76, -2.54], "species": ["C", "C", "C", "C", "C", "O", "P", "S", "H", "H", "H", "H", "H", "H", "H", "H", "H", "H", "H"], "coordinates": [[-0.919907, -0.815824, 0.977312], [0.239813, -2.909464, -0.371461], [-1.932947, -2.000477, 0.551875], [-0.803815, -1.755716, -0.326688], [-0.287852, 2.182482, -0.581948], [-1.467594, 0.356850, 0.970329], [1.547325, 2.035170, -0.514190], [-1.085973, 3.690312, -0.498698], [0.061191, -0.837925, 1.581338], [0.933915, -2.766755, -1.145973], [0.827182, -3.169306, 0.546012], [-0.215228, -3.925054, -0.534312], [-1.916553, -2.899769, 1.204596], [-2.893273, -1.536104, 0.279917], [-0.852101, -1.194477, -1.352857], [-0.859682, 1.352781, -0.230509], [1.394539, 0.688339, -0.367026], [1.686854, 2.394921, 0.747863], [-2.307096, 3.347507, 0.000550]], "atomic_forces_ev_per_a": [[0.81, -1.35, -0.29], [-0.94, -0.94, 1.37], [0.00, 0.56, 1.83], [1.82, 0.27, -1.90], [0.51, 2.58, 0.94], [-0.31, 1.32, -0.85], [-0.92, 0.37, -3.46], [0.60, -0.68, -0.19], [-1.54, -1.02, -0.38], [1.05, 0.28, -1.07], [-0.49, 1.03, -0.26], [-0.18, 1.02, -0.28], [-0.23, 0.49, -0.88], [0.47, -0.42, 0.49], [-0.46, -1.11, 1.96], [-0.97, -1.44, 0.34], [0.29, -1.10, 0.44], [0.05, 0.52, 2.46], [0.44, -0.38, -0.28]], "lowdin_charge": [-0.44, -0.10, -0.09, -0.32, -0.74, -0.20, 0.80, 0.79, 0.14, 0.03, 0.08, 0.08, 0.11, 0.11, 0.15, -0.07, -0.12, -0.13, -0.08]}



7.
{"formula": "C5H11OS", "method": "ωB97M-V/def2-TZVPD", "charge": -1, "orbital_gap_ha": 0.1935, "e_lumo_ev": 3.24, "smiles": "CSCCCC[O-]", "species": ["C", "S", "C", "C", "C", "C", "O", "H", "H", "H", "H", "H", "H", "H", "H", "H", "H", "H"], "coordinates": [[-3.007607, -0.588749, 0.519631], [-1.297408, -1.101697, 0.293044], [-0.756178, 0.282880, -0.730589], [0.510910, 0.996914, -0.239148], [1.839936, 0.263703, -0.505783], [2.330221, -0.657449, 0.654070], [3.169227, -1.625041, 0.287103], [-3.532450, -1.304739, 1.152616], [-3.070513, 0.398806, 0.969813], [-3.531593, -0.568377, -0.435176], [-1.585867, 0.995720, -0.798393], [-0.597190, -0.068349, -1.751133], [0.504755, 1.988151, -0.684651], [0.413744, 1.114415, 0.848045], [2.590329, 1.058292, -0.661805], [1.836670, -0.243838, -1.473413], [1.406253, -1.025064, 1.174548], [2.776761, 0.084422, 1.381221]], "atomic_forces_ev_per_a": [[-0.31, -0.11, -0.23], [-0.09, -0.18, 0.28], [0.27, 0.43, -0.41], [-0.08, -0.69, 0.34], [0.10, 1.08, -0.25], [0.11, -0.14, -0.22], [0.15, -0.03, -0.09], [0.16, -0.02, 0.08], [0.03, 0.07, 0.13], [-0.06, 0.05, -0.09], [0.02, -0.11, 0.21], [0.06, -0.13, -0.04], [0.05, 0.25, -0.12], [0.02, 0.21, -0.04], [0.06, -0.23, 0.14], [-0.27, -0.47, 0.11], [-0.11, 0.03, 0.01], [-0.14, 0.01, 0.18]], "lowdin_charge": [-0.47, 0.80, -0.52, -0.30, -0.23, -0.59, -0.37, 0.02, 0.03, 0.02, 0.06, 0.06, 0.08, 0.10, 0.09, 0.09, 0.05, 0.08]}



8.
{"formula": "C5H11OS", "method": "ωB97M-V/def2-TZVPD", "charge": -1, "orbital_gap_ha": 0.2541, "e_lumo_ev": 4.08, "species": ["C", "C", "C", "S", "H", "H", "H", "H", "H", "H", "H", "O", "C", "C", "H", "H", "H", "H"], "coordinates": [[0.457754, -1.534061, -1.457632], [0.940111, -0.146451, -1.852976], [1.785949, 0.527798, -0.765927], [0.918229, 0.694450, 0.860947], [1.276695, -2.212778, -1.200346], [-0.237359, -2.009202, -2.150511], [-0.073177, -1.431421, -0.505190], [1.596820, -0.235567, -2.734750], [0.086790, 0.475979, -2.124111], [2.004468, 1.537522, -1.125976], [2.738626, 0.003528, -0.655137], [-2.145357, -0.657484, 0.779627], [-1.407070, -0.157755, 1.624788], [-1.732367, 1.234295, 2.158360], [-0.818151, -0.817658, 2.278463], [-1.809661, 1.917215, 1.317742], [-0.922452, 1.564499, 2.813773], [-2.659851, 1.247099, 2.738852]], "atomic_forces_ev_per_a": [[-0.29, 0.05, 1.06], [0.66, -0.54, -0.25], [-0.84, 0.26, 0.22], [0.75, 0.21, -0.29], [0.16, 0.00, -0.41], [0.18, 0.04, -0.25], [-0.17, 0.03, -0.16], [-0.23, 0.11, -0.12], [-0.02, 0.10, 0.09], [0.17, -0.02, 0.08], [-0.03, -0.11, 0.07], [0.42, 0.01, 0.00], [-1.78, -0.19, 0.16], [0.87, -0.03, 0.12], [0.33, 0.18, -0.10], [-0.05, 0.06, 0.01], [-0.05, 0.15, -0.10], [-0.08, -0.32, -0.13]], "lowdin_charge": [-0.15, -0.36, -0.68, 0.41, 0.07, 0.06, 0.02, 0.08, 0.09, 0.03, 0.03, -0.09, -0.55, -0.17, 0.07, 0.05, 0.04, 0.06]}



9.
{"formula": "C5H11P", "method": "ωB97M-V/def2-TZVPD", "orbital_gap_ha": [0.2798, 0.3124], "e_lumo_ev": [-0.05, 0.62], "species": ["C", "C", "C", "C", "C", "P", "H", "H", "H", "H", "H", "H", "H", "H", "H", "H", "H"], "coordinates": [[-1.280166, -1.152653, 0.254352], [-0.780424, -2.114046, 1.237313], [-0.059206, 1.754115, -1.104684], [1.610439, 0.707340, 0.441234], [0.706942, 0.490248, -0.742171], [-2.585789, -1.102991, -0.691434], [-1.076128, -3.181216, 1.250331], [0.379641, -2.201005, 1.297674], [-0.917673, -1.755566, 2.338583], [0.587015, 2.413868, -1.625365], [-0.898805, 1.549765, -1.801500], [-0.229487, 2.156515, -0.199133], [2.604985, 0.220506, 0.376671], [1.664514, 1.735089, 0.444331], [1.162903, 0.534988, 1.418000], [1.158705, -0.150996, -1.474963], [-2.047464, 0.096036, -1.419238]], "atomic_forces_ev_per_a": [[1.43, -0.57, 0.11], [2.65, 0.01, 3.23], [0.57, -3.56, -2.87], [-0.21, -1.81, -0.09], [-0.18, -0.07, 0.77], [-0.09, 1.49, -1.28], [-0.49, 0.62, -0.54], [-1.64, 0.37, -0.70], [-0.29, -0.35, -1.78], [0.89, 0.76, -0.70], [0.15, 0.35, 0.86], [-1.67, 1.81, 2.83], [-0.67, 0.33, 0.05], [1.19, 2.59, 0.25], [-0.15, -0.64, 0.08], [-0.46, -0.27, -0.60], [-1.03, -1.04, 0.38]], "lowdin_charge": [-0.59, -0.27, -0.12, -0.13, -0.18, 0.77, 0.06, 0.09, 0.09, 0.07, 0.05, 0.03, 0.09, 0.03, 0.07, 0.08, -0.14]}



10.
{"formula": "C5H11PS", "method": "ωB97M-V/def2-TZVPD", "orbital_gap_ha": 0.3435, "e_lumo_ev": 0.97, "species": ["C", "C", "C", "C", "C", "P", "S", "H", "H", "H", "H", "H", "H", "H", "H", "H", "H", "H"], "coordinates": [[0.870477, -1.304354, 0.066408], [1.504308, 0.017063, 0.075075], [-0.650425, -1.297374, -0.141681], [0.044004, 1.023918, 0.970695], [-1.204977, 1.222920, -1.450604], [-1.455160, 0.316530, 0.213289], [0.294784, 0.755497, 2.782326], [1.129675, -1.979171, -0.732022], [1.084527, -1.810434, 0.990127], [2.349119, 0.093375, 0.743538], [1.732667, 0.580122, -0.850483], [-0.974643, -1.510799, -1.150267], [-1.100324, -2.077661, 0.487104], [0.322310, 2.004459, 0.824921], [-2.008869, 1.757107, -1.801671], [-0.997579, 0.443309, -2.129300], [-0.353609, 1.926288, -1.510549], [-0.586288, -0.160794, 2.613094]], "atomic_forces_ev_per_a": [[-0.94, -0.98, -0.85], [-2.09, 3.05, 1.09], [-0.71, -0.01, 0.62], [3.41, -2.96, -0.04], [2.02, -0.65, 1.58], [0.29, 1.53, -0.34], [0.32, 0.76, -1.03], [1.13, -0.23, -0.32], [0.12, -0.19, 0.46], [0.11, 0.07, 0.20], [-0.44, -0.66, 0.27], [0.15, -0.31, -0.45], [-0.03, 0.20, -0.15], [0.05, 2.22, -0.79], [-2.27, 1.04, -0.49], [0.24, -0.86, -1.13], [-0.18, -0.48, 0.48], [-1.16, -1.56, 0.89]], "lowdin_charge": [-0.32, -0.13, -0.40, -0.75, -0.26, 0.89, 0.67, 0.10, 0.10, 0.06, 0.08, 0.06, 0.07, -0.01, -0.01, 0.01, 0.05, -0.21]}



Values of energy above the lowest of the compared OMol25 structures with the same formula, charge and spin, in order: 1.314 0.534 2.213 0.460 0.271 8.084 1.737 0.527 4.941 2.024, all in eV.